54
Properties=species:S:1:pos:R:3:nbo_charge:R:1 method="wB97M-V/def2-TZVPD" gap_ev="6.16 / 6.36" lumo_energy_ev="2.517 / 2.516" fmax_ev_per_a=0.76 total_charge=-1 spin_multiplicity=5
Fe -0.01 0.32 0.15 1.223
O 2.63 4.71 -4.34 -0.611
C 2.16 3.93 -3.54 0.175
S 2.97 2.45 -3.01 0.311
C 1.72 1.88 -1.91 -0.394
C 0.62 2.64 -1.82 -0.403
S -0.79 2.30 -0.81 -0.441
S 0.57 4.09 -2.81 0.310
S 2.02 0.37 -1.07 -0.432
C 0.06 -0.03 2.20 -1.502
Si -1.40 -1.09 2.17 1.615
C -1.29 -2.27 0.70 -0.691
N -0.99 -1.55 -0.58 -0.547
C -2.25 -1.11 -1.27 -0.241
C -2.47 -1.82 -2.59 -0.405
C -2.26 -3.32 -2.42 -0.404
C -0.80 -3.60 -1.99 -0.426
C -0.12 -2.34 -1.46 -0.225
C -2.98 -0.10 1.96 -0.500
C -4.22 -0.75 1.91 -0.154
C -5.40 -0.04 1.74 -0.235
C -5.36 1.35 1.59 -0.219
C -4.15 2.01 1.63 -0.211
C -2.97 1.30 1.82 -0.185
C -1.67 -2.20 3.70 -0.367
C -0.83 -3.30 3.93 -0.231
C -0.90 -4.04 5.10 -0.210
C -1.81 -3.69 6.09 -0.228
C -2.65 -2.60 5.89 -0.223
C -2.58 -1.87 4.71 -0.215
H 0.95 -0.59 2.48 0.243
H -0.06 0.86 2.82 0.246
H -2.21 -2.87 0.62 0.203
H -0.48 -2.98 0.90 0.219
H -2.23 -0.03 -1.41 0.233
H -3.08 -1.32 -0.60 0.198
H -1.80 -1.43 -3.36 0.204
H -3.49 -1.60 -2.92 0.213
H -2.50 -3.86 -3.34 0.204
H -2.95 -3.68 -1.66 0.192
H -0.22 -3.98 -2.83 0.208
H -0.79 -4.39 -1.23 0.200
H 0.21 -1.69 -2.27 0.226
H 0.79 -2.59 -0.91 0.212
H -4.27 -1.83 2.02 0.198
H -6.35 -0.56 1.70 0.201
H -6.28 1.90 1.45 0.204
H -4.11 3.08 1.51 0.214
H -2.03 1.83 1.83 0.230
H -0.10 -3.58 3.18 0.201
H -0.24 -4.88 5.25 0.202
H -1.87 -4.26 7.01 0.202
H -3.36 -2.32 6.66 0.203
H -3.24 -1.02 4.58 0.213

104
Properties=species:S:1:pos:R:3:lowdin_charge:R:1 method="wB97M-V/def2-TZVPD" gap_ev=6.81 lumo_energy_ev=-4.849 fmax_ev_per_a=5.37 total_charge=+1
F -5.61 0.08 -3.26 0.014
C -6.76 0.66 -3.98 -0.222
F -7.44 1.59 -3.00 -0.002
F -7.76 -0.38 -4.39 0.016
C -6.31 1.60 -5.26 -0.117
C -5.58 0.77 -6.48 -0.402
S -3.71 0.66 -6.33 0.713
S -2.99 2.68 -6.36 0.520
H -5.68 2.56 -4.94 0.128
H -7.33 2.02 -5.73 0.163
H -5.99 -0.32 -6.62 0.132
H -5.80 1.39 -7.47 0.136
H -3.31 0.05 -5.10 0.040
H -4.09 3.56 -6.37 -0.107
C 3.06 2.47 -4.86 -0.211
C 2.01 2.20 -3.77 -0.245
C 0.66 2.64 -4.33 -0.221
S 0.76 2.47 -6.10 0.648
O 0.68 3.78 -6.70 -0.333
O -0.09 1.37 -6.52 -0.393
C 2.46 1.93 -6.15 -0.223
H 4.01 1.99 -4.63 0.124
H 3.24 3.55 -4.94 0.117
H 1.99 1.13 -3.55 0.075
H 2.25 2.73 -2.84 0.069
H -0.15 2.02 -3.94 0.082
H 0.46 3.70 -4.10 0.111
H 2.95 2.32 -7.04 0.112
H 2.47 0.84 -6.16 0.115
C 1.07 -0.14 1.04 -0.207
C 0.62 -1.55 0.64 -0.223
C 0.30 -1.52 -0.86 -0.210
S 1.32 -0.23 -1.56 0.694
O 0.46 0.83 -2.04 -0.337
O 2.35 -0.84 -2.39 -0.317
C 2.07 0.29 -0.03 -0.222
H 1.52 -0.13 2.03 0.124
H 0.21 0.53 1.05 0.122
H 1.44 -2.26 0.83 0.093
H -0.24 -1.88 1.22 0.102
H 0.53 -2.47 -1.34 0.110
H -0.74 -1.25 -1.03 0.107
H 2.23 1.37 -0.05 0.092
H 3.02 -0.23 0.08 0.120
C 5.68 5.63 -0.12 -0.221
C 5.75 5.73 -1.65 -0.215
C 5.66 4.31 -2.20 -0.216
S 4.73 3.36 -1.01 0.697
O 5.61 2.36 -0.44 -0.307
O 3.43 3.03 -1.56 -0.347
C 4.54 4.68 0.18 -0.231
H 5.53 6.61 0.34 0.122
H 6.62 5.22 0.26 0.125
H 4.90 6.32 -2.01 0.121
H 6.67 6.23 -1.98 0.121
H 5.14 4.29 -3.17 0.097
H 6.65 3.86 -2.31 0.114
H 4.57 4.27 1.19 0.113
H 3.57 5.15 -0.01 0.112
C 2.30 -5.46 3.28 -0.233
C 1.40 -6.69 3.31 -0.210
C -0.02 -6.22 3.03 -0.216
S 0.12 -4.74 2.05 0.668
O -0.38 -3.62 2.82 -0.326
O -0.34 -5.02 0.70 -0.334
C 1.90 -4.67 2.04 -0.233
H 3.36 -5.73 3.26 0.122
H 2.13 -4.85 4.18 0.087
H 1.72 -7.39 2.52 0.124
H 1.47 -7.22 4.26 0.098
H -0.60 -6.97 2.48 0.107
H -0.55 -5.96 3.96 0.109
H 2.23 -3.63 2.06 0.093
H 2.25 -5.17 1.13 0.115
C 2.70 -6.20 9.29 -0.223
C 2.25 -7.60 8.89 -0.217
C 1.93 -7.57 7.39 -0.229
S 2.95 -6.29 6.69 0.674
O 2.09 -5.23 6.21 -0.327
O 3.98 -6.89 5.86 -0.319
C 3.70 -5.76 8.22 -0.231
H 3.15 -6.18 10.29 0.121
H 1.84 -5.52 9.30 0.123
H 3.07 -8.31 9.08 0.122
H 1.39 -7.93 9.47 0.120
H 2.16 -8.52 6.91 0.109
H 0.89 -7.31 7.22 0.109
H 3.86 -4.68 8.20 0.113
H 4.65 -6.29 8.33 0.113
C -7.53 3.71 -0.03 -0.235
C -6.00 3.73 -0.14 -0.226
C -5.56 5.19 -0.06 -0.231
S -6.80 6.04 0.90 0.671
O -7.47 6.99 0.04 -0.320
O -6.24 6.41 2.18 -0.323
C -7.87 4.63 1.13 -0.234
H -7.91 2.70 0.14 0.118
H -7.97 4.09 -0.96 0.118
H -5.57 3.17 0.69 0.122
H -5.66 3.26 -1.07 0.102
H -4.59 5.29 0.43 0.106
H -5.52 5.65 -1.06 0.104
H -8.91 4.95 1.13 0.113
H -7.62 4.17 2.09 0.113

63
Properties=species:S:1:pos:R:3:nbo_charge:R:1 method="wB97M-V/def2-TZVPD" gap_ev=2.93 lumo_energy_ev=0.129 fmax_ev_per_a=3.10 total_charge=-1
N -4.11 -1.46 2.49 -0.378
C -3.13 -0.81 2.50 0.305
C -1.92 -0.09 2.56 -0.258
C -1.83 1.27 2.55 -0.280
C -2.87 2.08 2.04 0.315
N -3.69 2.78 1.58 -0.363
C -0.70 1.97 3.17 0.441
O -0.70 3.20 3.28 -0.589
C 0.41 1.13 3.64 -0.116
Cl 1.92 1.87 3.89 0.057
C 0.24 -0.20 3.86 -0.169
Cl 1.38 -1.15 4.70 0.046
C -0.99 -0.88 3.43 0.532
O -1.30 -2.03 3.75 -0.578
C 1.97 -2.63 -2.09 -0.630
C 1.01 -3.15 -1.04 0.247
C 1.56 -4.45 -0.45 -0.642
C 0.50 -2.13 0.07 0.234
C 1.31 -2.09 1.37 -0.637
C 0.50 -0.71 -0.47 -0.633
O -0.85 -2.62 0.29 -0.701
B -1.11 -3.51 -0.76 1.132
C -2.46 -4.23 -0.94 -0.362
C -2.63 -5.12 -2.02 -0.179
C -3.69 -6.03 -1.99 -0.240
C -4.62 -6.02 -0.95 -0.207
C -4.51 -5.04 0.05 -0.223
C -3.44 -4.15 0.06 -0.166
C -2.98 0.78 -0.92 -0.072
C -4.31 0.11 -0.89 -0.676
C -2.14 0.53 -2.05 -0.112
C -1.24 1.48 -2.62 -0.192
C -0.53 1.22 -3.79 -0.228
C -0.62 -0.03 -4.42 -0.255
C -1.45 -1.01 -3.87 -0.165
C -2.20 -0.73 -2.75 -0.214
O -0.18 -3.51 -1.78 -0.727
H 2.81 -2.13 -1.61 0.208
H 2.32 -3.49 -2.67 0.209
H 1.46 -1.94 -2.77 0.232
H 2.57 -4.32 -0.05 0.213
H 0.91 -4.85 0.34 0.220
H 1.57 -5.19 -1.26 0.215
H 2.39 -2.24 1.20 0.206
H 1.27 -1.12 1.88 0.220
H 0.96 -2.79 2.12 0.240
H 1.55 -0.37 -0.55 0.205
H 0.02 -0.63 -1.45 0.227
H -0.03 -0.04 0.21 0.229
H -1.95 -5.09 -2.87 0.215
H -3.77 -6.76 -2.78 0.201
H -5.40 -6.79 -0.90 0.206
H -5.26 -4.98 0.83 0.215
H -3.35 -3.39 0.84 0.251
H -2.71 1.53 -0.17 0.223
H -4.67 -0.22 0.10 0.252
H -5.08 0.75 -1.36 0.226
H -4.27 -0.77 -1.56 0.212
H -1.22 2.46 -2.13 0.216
H 0.11 2.01 -4.18 0.210
H -0.03 -0.23 -5.31 0.206
H -1.53 -1.98 -4.35 0.206
H -2.83 -1.54 -2.39 0.215

29
Properties=species:S:1:pos:R:3:nbo_charge:R:1 method="wB97M-V/def2-TZVPD" gap_ev=7.46 lumo_energy_ev=0.264 fmax_ev_per_a=4.49 total_charge=0
C 2.80 1.81 -1.91 -0.655
C 1.34 1.84 -2.31 -0.795
Si 0.25 0.66 -1.46 1.347
C -1.63 1.05 -1.56 -0.596
C -2.47 0.64 -0.60 -0.200
C -2.34 -0.39 0.37 -0.078
C -2.37 -1.74 -0.01 -0.210
C -2.31 -2.74 0.97 -0.203
C -2.20 -2.39 2.31 -0.226
C -2.24 -1.05 2.70 -0.194
C -2.25 -0.05 1.75 -0.213
C 1.04 -0.27 0.00 -0.870
C 1.69 0.53 1.09 -0.607
H 3.58 2.40 -2.48 0.220
H 2.82 2.11 -0.87 0.203
H 3.39 0.70 -1.97 0.190
H 1.09 2.45 -3.10 0.212
H -1.91 1.61 -2.49 0.242
H -3.45 1.21 -0.67 0.212
H -2.58 -2.07 -1.05 0.227
H -2.22 -3.81 0.58 0.222
H -2.13 -3.13 3.13 0.218
H -2.13 -0.94 3.79 0.219
H -2.61 0.97 1.92 0.222
H 0.33 -1.04 0.35 0.250
H 1.82 -0.67 -0.68 0.237
H 1.09 1.25 1.63 0.210
H 2.19 -0.05 1.84 0.208
H 2.47 1.13 0.62 0.207

12
Properties=species:S:1:pos:R:3:nbo_charge:R:1 method="wB97M-V/def2-TZVPD" gap_ev=10.94 lumo_energy_ev=0.889 fmax_ev_per_a=0.51 total_charge=0
C 0.29 1.07 0.94 -0.639
C -0.04 -0.13 0.08 0.088
C -1.39 -0.14 -0.58 0.423
O -2.02 0.86 -0.83 -0.511
C 0.93 -0.96 -0.65 -0.084
O 0.37 -1.40 0.57 -0.468
H 0.15 0.79 1.99 0.232
H 1.32 1.42 0.82 0.221
H -0.40 1.89 0.71 0.244
H -1.73 -1.15 -0.89 0.118
H 0.60 -1.54 -1.52 0.185
H 1.98 -0.68 -0.65 0.193

8
Properties=species:S:1:pos:R:3:nbo_charge:R:1 method="wB97M-V/def2-TZVPD" gap_ev="8.74 / 7.91" lumo_energy_ev="-8.276 / -8.397" fmax_ev_per_a=6.00 total_charge=+1
C 1.60 -0.44 -0.79 0.506
C -1.95 -0.54 -0.40 0.264
C -0.03 0.64 0.78 -0.034
N -2.75 -1.21 -0.82 -0.316
N 0.88 0.07 0.00 -0.251
H 2.50 -0.46 -1.31 0.295
H -0.04 1.72 0.82 0.274
H -0.21 0.23 1.72 0.263